(1)
A structure of composition C23H48N2O2P2Ti at a distorted geometry. Source: the Open Molecules 2025 dataset; level of theory: ωB97M-V with the def2-TZVPD basis set.

```
78
C23H48N2O2P2Ti | the Open Molecules 2025 dataset | ωB97M-V with the def2-TZVPD basis set
Ti 0.485 0.735 -0.222
C 1.030 -0.097 -2.040
O 1.339 -0.628 -3.038
C 1.101 2.595 -0.325
O 1.552 3.689 -0.398
P -1.874 0.798 -1.315
C -3.337 1.431 -0.352
H -4.135 1.624 -1.083
C -1.718 2.061 -2.674
H -0.951 2.735 -2.277
C -2.788 -0.711 -1.963
H -2.995 -1.245 -1.021
C 2.436 -2.781 0.199
P 2.215 -1.022 0.835
H 3.491 -1.696 2.725
H 1.521 -3.265 0.582
C 3.835 -0.210 0.408
H 4.564 -0.995 0.638
C -1.201 1.462 -3.979
H -1.990 0.889 -4.496
H -0.324 0.806 -3.869
H -0.899 2.277 -4.660
C -2.960 2.899 -2.993
H -2.751 3.551 -3.861
H -3.308 3.552 -2.182
H -3.794 2.242 -3.296
C -4.136 -0.432 -2.640
H -4.854 0.109 -2.012
H -4.604 -1.397 -2.881
H -4.031 0.108 -3.588
C -1.949 -1.658 -2.821
H -2.460 -2.630 -2.886
H -0.953 -1.835 -2.399
H -1.833 -1.279 -3.844
C -3.880 0.459 0.702
H -4.625 -0.230 0.292
H -4.399 1.026 1.491
H -3.097 -0.144 1.174
C -2.944 2.735 0.305
H -2.189 2.533 1.060
H -3.828 3.136 0.827
H -2.551 3.505 -0.353
C 3.682 -3.461 0.777
H 3.736 -3.426 1.870
H 4.595 -3.026 0.353
H 3.656 -4.526 0.491
C 2.423 -2.999 -1.318
H 3.332 -2.630 -1.814
C 2.289 -0.227 3.645
H 1.551 -2.551 -1.796
H 2.362 -4.080 -1.526
C 1.537 -2.557 3.106
H 1.252 0.070 3.721
H 2.619 -0.542 4.653
H 2.883 0.651 3.386
C 2.434 -1.386 2.658
H 1.674 -2.717 4.186
H 1.809 -3.500 2.624
H 0.467 -2.373 2.911
C 4.146 0.986 1.305
H 3.381 1.772 1.223
H 5.113 1.419 1.013
H 4.260 0.665 2.344
C 4.003 0.181 -1.061
H 3.719 -0.604 -1.774
H 5.070 0.406 -1.219
H 3.438 1.093 -1.316
H -1.641 -3.322 1.673
H -2.284 -3.084 1.369
N -0.673 2.486 3.423
C -1.389 1.334 3.764
C -1.299 0.493 2.701
N -0.448 1.080 1.725
C -0.145 2.308 2.188
H -0.444 3.313 3.945
H -1.883 1.331 4.723
H -1.776 -0.471 2.524
H 0.339 3.192 1.750
```

Properties
* energy: -73350.609 eV
* charge: +4
* largest force on an atom: 0.2443 Eh/bohr
* energy relative to the best compared isomer or geometry (same formula, charge and spin): 0.0 kcal/mol
* LUMO energy (spin up / spin down): -16.783 / -16.880 eV
* HOMO energy (spin up / spin down): -22.05 / -22.05 eV


(2)
A cluster of 4 separate species, C23H48N3O7 in total at a distorted geometry. Source: the Open Molecules 2025 dataset; level of theory: ωB97M-V with the def2-TZVPD basis set.

```
81
C23H48N3O7 | the Open Molecules 2025 dataset | ωB97M-V with the def2-TZVPD basis set
C -1.269 2.320 -2.699
C -0.829 0.760 -2.493
N 0.095 0.465 -1.354
C -0.290 1.054 -0.032
N 0.257 2.487 0.150
C -1.853 0.964 0.406
C -2.260 -0.389 1.272
C -2.208 -1.779 0.367
C -3.872 -0.186 1.666
N -1.535 -0.508 2.596
O -1.449 -1.827 2.910
C -0.182 0.168 2.592
C 0.792 -0.791 3.559
C -0.209 1.631 3.334
C 0.549 0.163 1.112
H -2.327 2.446 -2.164
H -0.488 3.112 -2.321
H -1.401 2.536 -3.866
H -0.268 0.429 -3.493
H -1.779 0.047 -2.400
H 0.357 -0.543 -1.317
H 0.882 2.607 -0.704
H 0.921 2.533 0.953
H -2.054 1.876 1.151
H -2.650 1.068 -0.439
H -2.711 -1.536 -0.676
H -1.131 -2.242 0.276
H -2.968 -2.526 0.907
H -3.921 0.864 2.219
H -4.566 -0.096 0.728
H -4.221 -0.991 2.451
H 1.169 -1.752 3.011
H 1.765 -0.127 3.756
H 0.326 -0.981 4.622
H -0.812 1.485 4.342
H 0.909 1.955 3.583
H -0.662 2.504 2.703
H 1.691 0.508 1.183
H 0.613 -0.988 0.800
O 0.164 -4.156 -2.513
C 0.602 -3.653 -3.543
O 0.126 -4.038 -4.749
C 0.437 -3.389 -5.996
C 1.738 -3.916 -6.570
C 1.736 -2.671 -3.491
H 0.434 -2.301 -5.885
H -0.380 -3.632 -6.683
H 2.583 -3.712 -5.906
H 1.944 -3.459 -7.541
H 1.689 -5.003 -6.693
H 2.679 -3.216 -3.425
H 1.614 -2.049 -2.598
H 1.766 -1.986 -4.336
O 2.718 0.385 -5.919
C 2.580 1.605 -5.940
O 3.552 2.411 -5.455
C 3.570 3.844 -5.596
C 2.758 4.506 -4.500
C 1.297 2.221 -6.416
H 3.253 4.146 -6.598
H 4.617 4.150 -5.498
H 1.704 4.213 -4.547
H 2.818 5.594 -4.579
H 3.126 4.202 -3.515
H 0.570 2.210 -5.602
H 0.915 1.622 -7.251
H 1.408 3.235 -6.798
O 1.037 0.430 9.799
C 0.243 -0.322 9.242
O -0.387 0.066 8.110
C -1.190 -0.798 7.284
C -2.612 -0.875 7.805
C -0.114 -1.645 9.853
H -0.726 -1.782 7.175
H -1.200 -0.348 6.285
H -2.649 -1.301 8.812
H -3.231 -1.489 7.147
H -3.050 0.126 7.870
H -0.881 -1.493 10.614
H 0.784 -2.063 10.322
H -0.452 -2.388 9.132
```

Properties
* energy: -43425.087 eV
* multiplicity: 2
* largest force on an atom: 0.0749 Eh/bohr
* LUMO energy (spin up / spin down): 0.446 / -0.292 eV
* expectation value of S²: 0.75
* HOMO energy (spin up / spin down): -8.96 / -9.06 eV


(3)
A structure of composition C23H48N3OSTi at a distorted geometry. Source: the Open Molecules 2025 dataset; level of theory: ωB97M-V with the def2-TZVPD basis set.

```
77
C23H48N3OSTi | the Open Molecules 2025 dataset | ωB97M-V with the def2-TZVPD basis set
Ti 0.300 -0.482 0.225
N -0.753 -2.284 -0.498
C -1.212 -3.198 0.577
C -0.617 -2.759 1.915
N -0.609 -1.280 1.971
C 0.003 -0.768 3.219
C 1.511 -0.679 3.029
N 1.759 0.086 1.784
H -0.108 -2.749 -1.124
H -1.545 -2.010 -1.066
H -2.298 -3.164 0.637
H -0.951 -4.236 0.373
H -1.189 -3.181 2.743
H 0.406 -3.116 2.008
H -1.585 -0.982 1.947
H -0.389 0.230 3.405
H -0.247 -1.397 4.076
H 1.964 -0.211 3.903
H 1.939 -1.676 2.931
H 1.698 1.077 1.987
H 2.706 -0.071 1.456
C 0.607 1.732 -0.285
C -0.715 1.603 0.257
C -1.437 0.745 -0.652
C -0.507 0.378 -1.687
C 0.725 1.035 -1.498
C 1.888 1.091 -2.482
C 2.870 -0.066 -2.248
C 1.342 1.007 -3.912
C 2.628 2.422 -2.319
C -2.938 0.457 -0.842
C -3.573 -0.333 0.315
C -3.201 -0.342 -2.134
C -3.696 1.782 -1.047
C -1.151 2.602 1.345
C -0.006 2.929 2.325
C -1.486 3.926 0.631
C -2.344 2.165 2.203
H 1.345 2.431 0.074
H -0.768 -0.150 -2.589
H 2.365 -1.025 -2.378
H 3.291 -0.012 -1.241
H 3.693 -0.016 -2.964
H 0.896 0.033 -4.124
H 2.149 1.165 -4.628
H 0.590 1.780 -4.076
H 3.092 2.516 -1.335
H 1.943 3.258 -2.465
H 3.418 2.500 -3.066
H -3.244 -1.375 0.306
H -4.657 -0.342 0.192
H -3.362 0.100 1.291
H -2.668 -1.294 -2.205
H -2.956 0.250 -3.016
H -4.264 -0.576 -2.181
H -3.821 2.343 -0.126
H -4.692 1.572 -1.436
H -3.178 2.408 -1.775
H 0.856 3.377 1.831
H 0.313 2.066 2.912
H -0.369 3.669 3.038
H -0.623 4.285 0.069
H -1.751 4.684 1.370
H -2.317 3.822 -0.061
H -2.170 1.203 2.692
H -3.268 2.104 1.636
H -2.505 2.901 2.990
C 4.371 -2.683 0.222
S 2.664 -3.136 0.561
C 2.493 -4.412 -0.702
O 1.842 -1.961 0.043
H 4.456 -2.369 -0.818
H 5.013 -3.540 0.426
H 4.646 -1.870 0.892
H 3.242 -5.184 -0.528
H 2.640 -3.956 -1.680
H 1.501 -4.852 -0.619
```

Properties
* energy: -65087.572 eV
* multiplicity: 2
* charge: +2
* largest force on an atom: 0.0243 Eh/bohr
* energy relative to the best compared isomer or geometry (same formula, charge and spin): 9.7 kcal/mol
* LUMO energy (spin up / spin down): -5.535 / -5.234 eV
* expectation value of S²: 0.75
* HOMO energy (spin up / spin down): -14.20 / -14.47 eV


Please write out number 1 again, unchanged.
A structure of composition C23H48N2O2P2Ti at a distorted geometry. Source: the Open Molecules 2025 dataset; level of theory: ωB97M-V with the def2-TZVPD basis set.

```
78
C23H48N2O2P2Ti | the Open Molecules 2025 dataset | ωB97M-V with the def2-TZVPD basis set
Ti 0.485 0.735 -0.222
C 1.030 -0.097 -2.040
O 1.339 -0.628 -3.038
C 1.101 2.595 -0.325
O 1.552 3.689 -0.398
P -1.874 0.798 -1.315
C -3.337 1.431 -0.352
H -4.135 1.624 -1.083
C -1.718 2.061 -2.674
H -0.951 2.735 -2.277
C -2.788 -0.711 -1.963
H -2.995 -1.245 -1.021
C 2.436 -2.781 0.199
P 2.215 -1.022 0.835
H 3.491 -1.696 2.725
H 1.521 -3.265 0.582
C 3.835 -0.210 0.408
H 4.564 -0.995 0.638
C -1.201 1.462 -3.979
H -1.990 0.889 -4.496
H -0.324 0.806 -3.869
H -0.899 2.277 -4.660
C -2.960 2.899 -2.993
H -2.751 3.551 -3.861
H -3.308 3.552 -2.182
H -3.794 2.242 -3.296
C -4.136 -0.432 -2.640
H -4.854 0.109 -2.012
H -4.604 -1.397 -2.881
H -4.031 0.108 -3.588
C -1.949 -1.658 -2.821
H -2.460 -2.630 -2.886
H -0.953 -1.835 -2.399
H -1.833 -1.279 -3.844
C -3.880 0.459 0.702
H -4.625 -0.230 0.292
H -4.399 1.026 1.491
H -3.097 -0.144 1.174
C -2.944 2.735 0.305
H -2.189 2.533 1.060
H -3.828 3.136 0.827
H -2.551 3.505 -0.353
C 3.682 -3.461 0.777
H 3.736 -3.426 1.870
H 4.595 -3.026 0.353
H 3.656 -4.526 0.491
C 2.423 -2.999 -1.318
H 3.332 -2.630 -1.814
C 2.289 -0.227 3.645
H 1.551 -2.551 -1.796
H 2.362 -4.080 -1.526
C 1.537 -2.557 3.106
H 1.252 0.070 3.721
H 2.619 -0.542 4.653
H 2.883 0.651 3.386
C 2.434 -1.386 2.658
H 1.674 -2.717 4.186
H 1.809 -3.500 2.624
H 0.467 -2.373 2.911
C 4.146 0.986 1.305
H 3.381 1.772 1.223
H 5.113 1.419 1.013
H 4.260 0.665 2.344
C 4.003 0.181 -1.061
H 3.719 -0.604 -1.774
H 5.070 0.406 -1.219
H 3.438 1.093 -1.316
H -1.641 -3.322 1.673
H -2.284 -3.084 1.369
N -0.673 2.486 3.423
C -1.389 1.334 3.764
C -1.299 0.493 2.701
N -0.448 1.080 1.725
C -0.145 2.308 2.188
H -0.444 3.313 3.945
H -1.883 1.331 4.723
H -1.776 -0.471 2.524
H 0.339 3.192 1.750
```

Properties
* energy: -73350.609 eV
* charge: +4
* largest force on an atom: 0.2443 Eh/bohr
* energy relative to the best compared isomer or geometry (same formula, charge and spin): 0.0 kcal/mol
* LUMO energy (spin up / spin down): -16.783 / -16.880 eV
* HOMO energy (spin up / spin down): -22.05 / -22.05 eV


- largest force on an atom of number 2 (C23H48N3O7)?
  0.0749 Eh/bohr